This record from OMol25 describes the molecule C4H5N3 at a distorted geometry. The level of theory is ωB97M-V/def2-TZVPD.

Its highest occupied orbital energy is -9.9 eV. Its SMILES is [H]/N=C\n1cccn1. As for the total charge: 0. For the HOMO-LUMO gap, the calculation gives 10.482 eV. For the LUMO energy, the calculation gives 0.57 eV.

```
12
Properties=species:S:1:pos:R:3:forces:R:3
N -2.4933 -0.3337 -0.5604 0.3 -0.6 -1.9
N 0.5173 0.6582 1.0993 -2.5 -2.2 1.2
N -0.2108 -0.1702 0.2315 -0.9 1.8 -0.4
C 0.4902 -0.5399 -0.8966 -2.1 1.1 -0.1
C 1.7076 0.4514 0.7162 1.8 0.4 -2.0
C -1.5856 0.0320 0.1937 -1.1 2.9 5.0
C 1.7308 -0.1073 -0.5881 4.6 -1.2 -2.3
H 2.6036 0.7701 1.2011 0.1 0.5 0.5
H -0.2831 -0.6632 -1.7515 2.7 -0.5 1.0
H -1.8812 -0.6944 -1.2712 -1.0 -1.5 -1.8
H 2.7620 -0.1646 -1.1718 -2.7 -0.1 1.1
H -1.9523 0.6554 1.0496 1.0 -0.6 -0.2
```
Forces are in eV/Å.

This record from OMol25 describes a cluster of 2 separate species, C5H11NO2 in total at a distorted geometry. The level of theory is ωB97M-V/def2-TZVPD.

Its highest occupied orbital energy (spin up / spin down) is -10.0 / -10.0 eV. As for the total charge: 0. For the HOMO-LUMO gap (spin up / spin down), the calculation gives 7.884 / 7.883 eV. For the LUMO energy (spin up / spin down), the calculation gives -2.14 / -2.14 eV.

```
19
Properties=species:S:1:pos:R:3:forces:R:3
O -2.7069 0.1931 0.2942 2.6 -0.3 2.6
O 0.2077 -0.3475 2.9723 -0.5 0.3 -0.2
N -0.7918 0.4284 1.0965 -3.1 1.6 -0.1
C 0.0247 1.0635 -1.1568 -0.5 -3.7 0.4
C -0.7912 0.1081 2.4388 0.3 -0.5 0.5
C 0.1141 0.0712 0.0646 1.0 -0.5 0.0
C -0.3048 -1.3045 -0.3419 -1.2 -2.5 -1.0
C 1.6104 0.0216 0.6692 0.8 0.8 -0.5
H -1.6319 0.3836 3.1017 -0.3 0.0 -1.1
H -0.3053 2.0123 -0.8973 -0.2 1.8 0.4
H 0.1823 -1.6887 -1.2347 0.4 0.2 -0.2
H 2.3235 -0.1854 -0.2138 -1.2 -0.1 1.4
H -0.6674 0.5598 -1.8507 -0.3 0.6 0.2
H 0.9391 0.9655 -1.6861 1.1 0.7 -0.3
H -1.4002 -1.3637 -0.5769 1.0 0.5 0.2
H 1.7378 -0.6470 1.5592 -0.3 0.3 -1.5
H 1.9434 1.0220 1.0538 -0.6 -0.6 -0.4
H -2.7250 0.7346 -0.4920 0.6 0.7 -0.4
H -0.1948 -2.1153 0.4060 0.4 0.8 0.1
```
Forces are in eV/Å.

Relative energy (zero: lowest compared OMol25 entry of this formula, charge and spin): 314.7 546.5 (kJ/mol)